DFT (the ωB97M-V functional and the def2-TZVPD basis) results for the molecule C7H14O at a distorted geometry.

The HOMO energy (alpha / beta) is -7.41 / -7.73 eV. The value obtained for the strongest force on any atom is 1.58 eV/Å. The electronic energy is -350.22143 hartree. The calculation puts the relative energy (zero: lowest compared OMol25 entry of this formula, charge and spin) at 86.62 kcal per mole. The HOMO-LUMO gap (alpha / beta) comes out at 0.226 / 0.252 Ha. The value obtained for the LUMO energy (alpha / beta) is -0.04622 / -0.03251 Eh.

XYZ file:
```
22
Properties=species:S:1:pos:R:3:nbo_charge:R:1
C -0.11 -1.35 0.41 0.451
C -1.57 -1.39 0.27 -0.764
H 1.67 -0.26 0.12 0.213
C -0.15 1.37 -0.04 0.404
H 0.44 3.44 -0.02 0.221
H -1.78 -1.49 -0.81 0.263
H 1.82 2.33 0.07 0.188
H 1.69 -2.55 0.45 0.230
C 0.65 -0.14 0.48 -0.596
C 0.61 -2.66 0.42 -0.706
H -0.63 2.23 -1.96 0.223
H -2.02 -2.24 0.78 0.231
C 0.79 2.50 0.40 -0.656
H 0.32 -3.25 -0.45 0.245
H 0.28 -3.23 1.30 0.257
O -1.33 1.43 0.52 -0.783
H 0.72 0.14 1.54 0.310
H -1.99 -0.41 0.55 0.328
H 0.81 1.18 -2.02 0.192
C -0.19 1.30 -1.59 -0.658
H 0.78 2.59 1.49 0.212
H -0.83 0.48 -1.92 0.196
```